The following is a quantum chemistry calculation of 2 unconnected molecules or ions with the total composition CH9NSi2 in a non-equilibrium geometry, from the Open Molecules 2025 dataset.

Last column: Mulliken charge in e.
Geometry (Å):
C 1.672 1.088 -0.503  -0.920
N -2.180 -0.327 -0.199  -0.383
Si 1.306 -0.694 0.095  0.537
Si -2.868 0.745 1.026  -0.014
H 2.498 1.130 -1.271  0.288
H 0.734 1.394 -0.944  0.234
H 2.162 1.643 0.217  0.320
H -2.219 -0.043 -1.168  0.241
H -1.637 -1.161 -0.158  0.236
H 2.441 -1.230 0.930  -0.132
H 1.117 -1.807 -0.803  -0.143
H 0.159 -0.318 0.852  -0.191
H -3.185 -0.419 1.926  -0.074

Its calculated total energy is -677.1480 Ha. As for the relative energy (zero: lowest compared OMol25 entry of this formula, charge and spin): 133.18 kJ/mol. The HOMO energy comes out at -8.532 eV. The orbital gap is 8.472 eV. The total charge is 0. For the lowest unoccupied orbital energy, the calculation gives -0.0022 Eh. Its spin multiplicity is 1.

***

The following is a quantum chemistry calculation of a molecular structure, CHBaLiO in a non-equilibrium geometry, from the Open Molecules 2025 dataset.

Last column: Mulliken charge in e.
Geometry (Å):
H 0.968 -0.083 0.398  -0.779
O 2.549 1.271 1.062  -0.393
C 1.755 0.525 0.733  0.871
Ba -1.076 -1.688 -0.512  0.069
Li -4.195 -0.025 -1.683  0.233

Its calculated total energy is -146.6469 Ha. As for the relative energy (zero: lowest compared OMol25 entry of this formula, charge and spin): 245.61 kJ/mol. The HOMO energy (spin up / spin down) comes out at -4.116 / -4.148 eV. The orbital gap (spin up / spin down) is 3.180 / 3.212 eV. The total charge is 0. For the lowest unoccupied orbital energy (spin up / spin down), the calculation gives -0.0344 / -0.0344 Eh. Its spin multiplicity is 1.

***

The following is a quantum chemistry calculation of a molecular structure, CHBeLiO2 in a non-equilibrium geometry, from the Open Molecules 2025 dataset.

Last column: Mulliken charge in e.
Geometry (Å):
H -1.675 0.223 0.466  0.566
O -0.726 -0.011 0.802  0.047
C -0.081 0.431 -0.298  -0.211
O 0.900 -0.351 -0.505  -0.152
Li 1.096 0.849 -1.415  0.987
Be 0.486 -1.140 0.951  0.762

Its calculated total energy is -210.6783 Ha. As for the relative energy (zero: lowest compared OMol25 entry of this formula, charge and spin): 201.85 kJ/mol. The HOMO energy comes out at -22.121 eV. The orbital gap is 9.272 eV. The total charge is +2. For the lowest unoccupied orbital energy, the calculation gives -0.4722 Eh. Its spin multiplicity is 1.

***

The following is a quantum chemistry calculation of CHBr2Cl2P in the gas phase in a non-equilibrium geometry, from the Open Molecules 2025 dataset.

Last column: Mulliken charge in e.
Geometry (Å):
C -0.495 -0.364 -0.240  -0.468
P 0.593 0.534 1.003  0.411
Cl 0.978 2.159 -0.096  -0.158
Cl 2.234 -0.570 0.657  -0.163
Br -2.282 0.763 -0.493  -0.094
Br -0.940 -2.091 0.418  0.004
H -0.088 -0.431 -1.249  0.468

Its calculated total energy is -6448.5066 Ha. As for the relative energy (zero: lowest compared OMol25 entry of this formula, charge and spin): 0.00 kJ/mol. The HOMO energy comes out at -10.165 eV. The orbital gap is 9.850 eV. The structure (SMILES) is ClP(Cl)C(Br)Br. The total charge is 0. For the lowest unoccupied orbital energy, the calculation gives -0.0116 Eh. Its spin multiplicity is 1.

***

The following is a quantum chemistry calculation of 2 unconnected molecules or ions with the total composition CHBr2F in a non-equilibrium geometry, from the Open Molecules 2025 dataset.

Last column: Mulliken charge in e.
Geometry (Å):
C 0.358 0.096 0.076  -0.101
F 0.076 0.277 1.346  -0.083
Br 1.136 -1.525 -0.296  0.080
Br -2.258 0.161 -0.693  -0.302
H 0.688 0.991 -0.433  0.406

Its calculated total energy is -5286.5179 Ha. As for the relative energy (zero: lowest compared OMol25 entry of this formula, charge and spin): 0.00 kJ/mol. The HOMO energy (spin up / spin down) comes out at -9.678 / -9.702 eV. The orbital gap (spin up / spin down) is 7.519 / 7.637 eV. The total charge is 0. For the lowest unoccupied orbital energy (spin up / spin down), the calculation gives -0.0793 / -0.0759 Eh. Its spin multiplicity is 1.

***

The following is a quantum chemistry calculation of a molecular structure, CHBr2O2S in a non-equilibrium geometry, from the Open Molecules 2025 dataset.

Last column: Mulliken charge in e.
Geometry (Å):
C -0.041 0.386 -0.447  -0.522
O 0.437 -1.651 1.286  -0.493
O -1.652 -0.419 0.825  -0.456
S -0.226 -0.364 1.274  0.644
Br 2.354 0.109 -1.454  -0.516
Br -0.262 2.231 -0.496  -0.105
H -0.610 -0.293 -0.988  0.448

Its calculated total energy is -5735.3348 Ha. As for the relative energy (zero: lowest compared OMol25 entry of this formula, charge and spin): 27.58 kJ/mol. The HOMO energy (spin up / spin down) comes out at -2.963 / -4.694 eV. The orbital gap (spin up / spin down) is 6.207 / 5.651 eV. The total charge is -1. For the lowest unoccupied orbital energy (spin up / spin down), the calculation gives 0.1192 / 0.0352 Eh. Its spin multiplicity is 3.

***

The following is a quantum chemistry calculation of CHBrCl2S in the gas phase in a non-equilibrium geometry, from the Open Molecules 2025 dataset.

Last column: Mulliken charge in e.
Geometry (Å):
C 0.367 0.064 -0.215  0.047
S -1.118 -0.767 -0.739  -0.086
Cl -0.183 1.527 1.359  -0.217
Cl 0.951 1.068 -1.554  -0.057
Br 1.655 -1.005 0.629  0.109
H -1.672 -0.886 0.520  0.204

Its calculated total energy is -3931.2351 Ha. As for the relative energy (zero: lowest compared OMol25 entry of this formula, charge and spin): 75.83 kJ/mol. The HOMO energy comes out at -10.157 eV. The orbital gap is 8.837 eV. The structure (SMILES) is SC(Cl)(Cl)Br. The total charge is 0. For the lowest unoccupied orbital energy, the calculation gives -0.0485 Eh. Its spin multiplicity is 1.

***

The following is a quantum chemistry calculation of CHBrClNO in the gas phase in a non-equilibrium geometry, from the Open Molecules 2025 dataset.

Last column: Mulliken charge in e.
Geometry (Å):
C 0.762 0.184 1.878  0.369
N 0.644 -0.168 0.564  -0.058
O 1.583 -0.814 0.040  -0.511
Cl -0.551 1.015 2.601  -0.167
Br 2.130 -0.544 2.889  0.002
H -0.234 0.024 -0.316  0.364

Its calculated total energy is -3202.7714 Ha. As for the relative energy (zero: lowest compared OMol25 entry of this formula, charge and spin): 326.32 kJ/mol. The HOMO energy (spin up / spin down) comes out at -8.683 / -8.682 eV. The orbital gap (spin up / spin down) is 8.666 / 8.665 eV. The structure (SMILES) is [O-]/[NH+]=C(/Cl)Br. The total charge is 0. For the lowest unoccupied orbital energy (spin up / spin down), the calculation gives -0.0006 / -0.0006 Eh. Its spin multiplicity is 1.

***

The following is a quantum chemistry calculation of 2 unconnected molecules or ions with the total composition CHBrClNO2 in a non-equilibrium geometry, from the Open Molecules 2025 dataset.

Last column: Mulliken charge in e.
Geometry (Å):
C -1.065 0.411 -0.851  -0.172
N 1.766 -0.349 1.333  0.616
O 2.276 -1.414 1.138  -0.350
O 0.862 0.281 0.744  -0.308
Cl -1.693 1.853 -0.317  -0.080
Br -1.652 -1.260 -0.226  -0.059
H -0.493 0.479 -1.821  0.354

Its calculated total energy is -3277.9476 Ha. As for the relative energy (zero: lowest compared OMol25 entry of this formula, charge and spin): 202.77 kJ/mol. The HOMO energy (spin up / spin down) comes out at -10.585 / -8.142 eV. The orbital gap (spin up / spin down) is 10.414 / 6.149 eV. The total charge is 0. For the lowest unoccupied orbital energy (spin up / spin down), the calculation gives -0.0063 / -0.0732 Eh. Its spin multiplicity is 1.

***

The following is a quantum chemistry calculation of 2 unconnected molecules or ions with the total composition CHBrClO4S in a non-equilibrium geometry, from the Open Molecules 2025 dataset.

Last column: Mulliken charge in e.
Geometry (Å):
C 0.610 -1.116 0.733  0.716
O 0.788 -0.209 -0.064  -0.411
O 1.018 1.288 -2.481  -0.399
O -0.943 1.324 -0.931  -0.310
O 0.451 -2.294 0.738  -0.433
S 0.575 1.315 -1.142  0.796
Cl -1.880 -1.041 0.738  -0.763
Br 0.888 -0.022 2.700  -0.459
H -1.507 0.754 -0.292  0.263

Its calculated total energy is -3772.0950 Ha. As for the relative energy (zero: lowest compared OMol25 entry of this formula, charge and spin): 248.91 kJ/mol. The HOMO energy comes out at -4.932 eV. The orbital gap is 7.669 eV. The total charge is -1. For the lowest unoccupied orbital energy, the calculation gives 0.1006 Eh. Its spin multiplicity is 1.